Record 1
Density functional theory data (ωB97M-V with the def2-TZVPD basis set) for the molecule C10H9NO3S at a distorted geometry.

Each line ends with the Löwdin charge.
Atoms and positions in Å:
C (-2.608369, 1.852372, 0.842474)  -0.106
C (0.995233, -1.981011, -2.331954)  -0.067
C (-1.626379, 1.026747, 0.066980)  -0.419
C (0.084424, -1.090256, -1.636448)  -0.007
C (-2.803741, 1.282151, 2.054568)  -0.072
C (1.761717, -2.613545, -1.415979)  -0.110
C (-1.355238, -0.080108, 1.003303)  -0.319
C (0.259089, -1.446747, -0.301225)  -0.294
C (0.928239, 1.446658, 0.908121)  -0.494
C (-0.481554, -1.097779, 0.891785)  0.038
N (2.234116, 1.640557, 0.900341)  -0.166
O (-2.131137, 0.041039, 2.138808)  -0.011
O (1.240546, -2.362518, -0.173939)  0.028
O (3.054414, 1.629900, 2.095934)  -0.047
S (0.009034, 1.983202, -0.331421)  0.946
H (-2.928009, 2.910158, 0.600057)  0.126
H (1.206275, -2.077645, -3.403679)  0.107
H (-1.878178, 0.931314, -0.997444)  0.090
H (-0.644981, -0.466473, -2.014768)  0.064
H (-3.459148, 1.655458, 2.990545)  0.173
H (2.459584, -3.443517, -1.515365)  0.124
H (-0.491619, -1.955329, 1.615211)  0.155
H (2.689303, 2.219408, 0.113461)  0.166
H (2.301303, 1.323456, 2.659106)  0.094

Atoms 1-2, force components in eV/Å:
C -0.3 1.4 1.3
C 0.7 1.1 -1.0

Summary:
M (g/mol): 223.253
Energy above the lowest of the compared OMol25 structures with the same formula, charge and spin (kJ/mol): 295.68
E_LUMO (eV): 0.2
Electronic energy (eV): -28977.341

=====

Record 2
Density functional theory data (ωB97M-V with the def2-TZVPD basis set) for the molecule C10H9NOS at a distorted geometry.

Each line ends with the Löwdin charge.
Atoms and positions in Å:
C (-0.040557, -1.196672, -3.029583)  -0.070
C (-0.353022, -1.946031, -1.852606)  -0.058
C (0.021109, 0.170227, -3.005798)  -0.054
C (1.095925, 1.375652, 0.869007)  -0.048
C (1.614313, 0.636941, 1.881595)  -0.068
C (-0.502242, -1.249224, -0.711545)  -0.051
C (-0.060269, 0.848819, -1.751786)  -0.038
C (-0.362977, 1.038448, 0.675433)  -0.198
C (0.546544, -0.036163, 2.534584)  -0.153
C (-0.277610, 0.128088, -0.607027)  -0.183
N (-0.581634, 0.280254, 1.969770)  -0.312
O (-2.024568, -0.379065, 4.175462)  -0.645
S (-2.147413, 0.276714, 2.876444)  0.801
H (0.044239, -1.714155, -3.924291)  0.080
H (-0.270968, -3.003215, -1.794834)  0.099
H (0.344356, 0.666287, -3.877051)  0.089
H (1.758851, 2.021012, 0.219470)  0.136
H (2.675618, 0.765037, 2.396248)  0.155
H (-0.705780, -1.674616, 0.291878)  0.122
H (-0.117417, 1.889034, -1.533584)  0.106
H (-1.202290, 1.750763, 0.717570)  0.149
H (0.545790, -0.648134, 3.480643)  0.142

Atoms 1-2, force components in eV/Å:
C -1.0 -0.5 2.1
C 1.0 1.2 -1.6

Summary:
M (g/mol): 191.255
Energy above the lowest of the compared OMol25 structures with the same formula, charge and spin (kJ/mol): 379.96
E_LUMO (alpha / beta) (eV): -0.4 / -0.6
Electronic energy (eV): -24884.972

=====

Record 3
Density functional theory data (ωB97M-V with the def2-TZVPD basis set) for a structure of composition C11H10AuBF4NO2S.

Each line ends with the Löwdin charge.
Atoms and positions in Å:
Au (-0.467736, -2.368159, -0.108754)  0.838
C (3.134412, -0.072230, -0.403560)  -0.012
C (1.736102, 0.002730, -0.966488)  -0.466
O (1.180313, -0.972540, -1.425892)  0.011
C (-0.772163, 0.752937, 0.536242)  -0.508
C (-0.721476, 3.012631, -0.647044)  -0.159
C (-2.052080, 3.276173, 0.005416)  -0.184
C (-3.102291, 2.432581, 0.044055)  -0.169
C (-3.116579, 1.027204, -0.236226)  -0.070
C (-2.070557, 0.170523, -0.006124)  -0.416
O (-2.156165, -1.104284, -0.166308)  -0.198
H (3.547925, -1.064422, -0.576188)  0.087
H (3.086838, 0.116140, 0.670256)  0.083
H (3.770745, 0.687883, -0.860682)  0.077
H (-0.025079, 3.802741, -0.359584)  0.115
H (-2.207621, 4.301987, 0.322371)  0.088
H (-4.055645, 2.856332, 0.353680)  0.098
H (-4.061701, 0.567569, -0.500809)  0.102
S (-1.005022, 1.649484, 2.227756)  0.968
C (-0.064230, 1.673187, -0.397958)  -0.200
C (1.099519, 1.347638, -0.975395)  0.013
N (0.083269, -0.232224, 1.185876)  -0.037
C (0.006977, 0.231101, 2.370681)  -0.430
H (-0.857718, 3.097994, -1.732181)  0.127
H (1.621254, 2.104458, -1.556216)  0.122
H (0.482462, -0.174329, 3.257918)  0.080
F (0.703119, -4.186648, -0.147735)  -0.077
B (1.420947, -5.469556, -0.007967)  -1.208
F (2.729852, -5.160895, 0.355785)  0.105
F (1.364355, -6.110664, -1.239167)  0.114
F (0.767989, -6.195333, 0.984234)  0.108

Atoms 1-2, force components in eV/Å:
Au -0.6 -0.7 0.1
C -0.1 -0.2 -0.1

Summary:
M (g/mol): 504.044
Total charge: -1
E_LUMO (eV): 2.4
Electronic energy (eV): -43233.500

=====

Record 4
Density functional theory data (ωB97M-V with the def2-TZVPD basis set) for the molecule C11H10ClNS at a distorted geometry.

Each line ends with the Löwdin charge.
Atoms and positions in Å:
Cl (-5.532839, -0.203076, 0.173118)  0.834
C (-3.994138, -0.301110, -0.008272)  -0.906
C (-3.350322, -1.470060, 0.294611)  -0.109
C (-1.959671, -1.412787, 0.133002)  -0.046
C (-1.252364, -0.221532, -0.201912)  -0.272
N (0.127382, -0.587818, -0.365754)  -0.016
C (0.904757, 0.688130, -0.025429)  -0.167
C (2.365022, 0.227150, -0.042417)  -0.398
C (3.383187, 1.137632, 0.429388)  -0.157
C (4.590834, 0.484544, 0.502185)  -0.525
S (4.618961, -1.013420, -0.199145)  0.949
C (2.836658, -0.915237, -0.520090)  -0.331
C (-1.972517, 0.975096, -0.627517)  -0.045
C (-3.343595, 0.888899, -0.418532)  -0.158
H (-3.715583, -2.555709, 0.270001)  0.144
H (-1.200704, -2.091404, 0.485605)  0.099
H (0.302185, -1.225361, 0.512658)  0.149
H (0.829878, 1.400622, 0.980578)  0.178
H (0.807071, 1.298687, -0.919133)  0.106
H (3.257051, 2.173502, 0.945991)  0.138
H (5.540549, 0.411470, 1.180547)  0.094
H (2.274211, -1.778577, -1.027094)  0.105
H (-1.626037, 2.067058, -1.106149)  0.165
H (-3.889979, 2.023299, -0.446241)  0.170

Atoms 1-2, force components in eV/Å:
Cl -7.6 0.3 0.8
C 4.7 1.3 -0.7

Summary:
M (g/mol): 223.728
SMILES string: Clc1ccc(NCc2ccsc2)cc1
Energy above the lowest of the compared OMol25 structures with the same formula, charge and spin (kJ/mol): 472.60
E_LUMO (eV): 0.7
Electronic energy (eV): -36412.125

=====

- Which of these has the lowest M?
  C10H9NOS

=====

- What is the formula in the first record?
  C10H9NO3S

=====

- What is the M in the first record?
  223.253 g/mol